# 1
{"formula": "C5H8N2", "method": "ωB97M-V/def2-TZVPD", "max_force_ev_per_a": 0.42, "relative_energy_kj_mol": 398.0, "e_homo_ev": -8.2604, "gap_ev": 8.206, "elements": ["C", "N", "C", "C", "C", "C", "N", "H", "H", "H", "H", "H", "H", "H", "H"], "coordinates": [[1.2300, -1.1171, 1.1120], [0.0090, -0.6033, 0.5327], [-0.2532, -0.2154, -0.8565], [-1.6848, 0.1754, -0.9115], [0.3268, 1.2137, -1.1490], [-1.9555, 0.2287, 0.4770], [-0.9869, -0.2542, 1.2787], [1.6977, -1.8287, 0.4247], [0.9805, -1.6318, 2.0418], [1.9386, -0.3084, 1.3277], [0.1608, -0.9496, -1.5521], [-0.4052, 1.9995, -0.9469], [0.5774, 1.2828, -2.2063], [1.2088, 1.3920, -0.5318], [-2.8440, 0.6162, 0.9595]], "forces_ev_per_angstrom": [[0.090, -0.010, 0.025], [-0.187, 0.231, 0.134], [-0.012, -0.030, -0.094], [0.034, -0.101, 0.406], [0.254, 0.158, -0.025], [-0.304, 0.041, -0.075], [0.168, -0.088, -0.327], [-0.115, 0.150, 0.073], [0.044, 0.116, -0.135], [-0.063, -0.092, -0.054], [-0.198, 0.094, 0.117], [0.170, -0.149, 0.038], [0.025, -0.028, 0.112], [0.072, -0.061, -0.137], [0.022, -0.228, -0.059]], "lowdin_charge": [-0.0229, -0.1974, -0.3601, 0.0068, -0.0453, -0.2081, 0.1159, 0.0895, 0.0897, 0.0855, 0.1421, 0.0715, 0.0814, 0.0757, 0.0759]}

# 2
{"formula": "C17H43F3O10SSi2", "method": "ωB97M-V/def2-TZVPD", "max_force_ev_per_a": 0.53, "e_homo_ev": -8.9822, "gap_ev": 9.431, "smiles": "CCCOC[SiH2]O[SiH2]S(=O)(=O)C(F)(F)F.COCCOC.COCCOC.COCCOC", "elements": ["C", "C", "C", "O", "C", "Si", "O", "Si", "S", "O", "O", "C", "F", "F", "F", "H", "H", "H", "H", "H", "H", "H", "H", "H", "H", "H", "H", "H", "C", "O", "C", "C", "O", "C", "H", "H", "H", "H", "H", "H", "H", "H", "H", "H", "C", "O", "C", "C", "O", "C", "H", "H", "H", "H", "H", "H", "H", "H", "H", "H", "C", "O", "C", "C", "O", "C", "H", "H", "H", "H", "H", "H", "H", "H", "H", "H"], "coordinates": [[6.9521, -1.2021, -1.0255], [6.0728, -1.2102, 0.2189], [5.4526, 0.1493, 0.5235], [4.2308, 0.3486, -0.1661], [3.1005, -0.1651, 0.5125], [1.5933, 0.0637, -0.5673], [0.3847, 0.6933, 0.4049], [-0.9664, 1.5116, 0.0676], [-2.4551, 0.1389, -0.8711], [-3.5779, 0.9395, -1.2857], [-1.7362, -0.7406, -1.7562], [-3.1047, -0.9754, 0.4865], [-3.5828, -2.0990, -0.0274], [-4.0532, -0.3624, 1.1854], [-2.0848, -1.2656, 1.3078], [6.3667, -0.9401, -1.9083], [7.7557, -0.4705, -0.9211], [7.4094, -2.1743, -1.2084], [6.6453, -1.5590, 1.0813], [5.2527, -1.9217, 0.0812], [6.1091, 0.9557, 0.1877], [5.2925, 0.2763, 1.6009], [3.2210, -1.2224, 0.7806], [2.9360, 0.3732, 1.4584], [1.8849, 0.9857, -1.6841], [1.1327, -1.2285, -1.1119], [-0.8384, 2.5350, -0.9785], [-1.5663, 2.0370, 1.3001], [0.2634, -5.0042, -3.2578], [-0.9442, -5.0683, -2.5273], [-1.6817, -3.8551, -2.5404], [-2.8196, -3.8861, -3.5346], [-2.3618, -3.9867, -4.8722], [-2.4311, -5.2936, -5.4039], [0.6522, -6.0191, -3.3278], [0.1067, -4.6081, -4.2644], [1.0033, -4.3777, -2.7458], [-1.0252, -3.0076, -2.7580], [-2.0938, -3.7082, -1.5373], [-3.3855, -2.9545, -3.4449], [-3.4919, -4.7194, -3.3010], [-3.4693, -5.5895, -5.5936], [-1.9729, -6.0271, -4.7353], [-1.8921, -5.2849, -6.3499], [-2.9822, 4.7118, 0.0395], [-2.0847, 5.5152, -0.7014], [-2.7173, 6.3486, -1.6576], [-2.8657, 7.7712, -1.1653], [-3.7308, 7.8631, -0.0486], [-3.0602, 7.9664, 1.1915], [-2.4123, 4.2703, 0.8561], [-3.8037, 5.2961, 0.4609], [-3.3981, 3.9092, -0.5813], [-3.7010, 5.9457, -1.9211], [-2.0988, 6.3484, -2.5597], [-3.2922, 8.3786, -1.9689], [-1.8794, 8.1798, -0.9189], [-2.5890, 8.9489, 1.3055], [-2.2951, 7.1936, 1.3023], [-3.8093, 7.8448, 1.9720], [0.3033, -0.6076, 5.7446], [0.0410, -1.9393, 5.3485], [-0.4625, -2.0579, 4.0310], [0.6075, -2.4689, 3.0450], [1.6170, -1.4804, 2.9149], [2.8023, -1.7704, 3.6304], [0.8432, -0.6545, 6.6885], [0.9122, -0.0795, 5.0061], [-0.6278, -0.0509, 5.8985], [-0.9129, -1.1126, 3.7073], [-1.2462, -2.8211, 4.0383], [0.1451, -2.6054, 2.0624], [1.0476, -3.4248, 3.3475], [3.3702, -2.5741, 3.1473], [2.5881, -2.0597, 4.6618], [3.4084, -0.8652, 3.6315]], "forces_ev_per_angstrom": [[-0.071, 0.051, -0.043], [-0.039, -0.115, -0.013], [0.070, 0.029, 0.041], [-0.035, 0.111, -0.249], [0.121, 0.089, 0.313], [0.143, -0.387, -0.077], [-0.117, 0.074, -0.378], [0.137, 0.243, 0.447], [0.103, 0.314, 0.388], [-0.123, -0.124, -0.225], [-0.121, -0.136, -0.235], [0.023, 0.071, -0.073], [-0.035, 0.034, 0.029], [0.063, -0.062, -0.006], [-0.018, -0.016, 0.002], [0.020, 0.048, 0.001], [0.006, -0.003, -0.026], [-0.021, -0.030, 0.029], [0.039, 0.042, 0.013], [0.049, -0.047, 0.084], [0.058, -0.042, 0.050], [-0.055, -0.004, 0.000], [0.006, 0.017, -0.041], [0.032, -0.042, -0.016], [-0.096, 0.096, 0.088], [-0.063, 0.023, 0.027], [-0.009, -0.079, -0.105], [-0.086, -0.115, 0.002], [0.002, 0.001, -0.006], [-0.033, -0.047, -0.044], [0.101, 0.024, 0.083], [-0.080, -0.014, -0.006], [0.057, 0.020, -0.013], [0.003, -0.012, 0.004], [0.012, 0.004, 0.011], [0.005, -0.012, -0.007], [-0.016, 0.019, 0.003], [-0.007, -0.016, 0.013], [0.012, 0.009, -0.036], [0.004, 0.001, 0.000], [-0.010, 0.008, 0.001], [-0.006, 0.005, 0.023], [0.010, -0.005, -0.010], [-0.015, 0.000, -0.009], [-0.004, -0.024, -0.011], [0.044, 0.020, 0.056], [-0.040, -0.065, -0.051], [0.043, 0.069, 0.018], [-0.044, -0.052, -0.003], [0.011, 0.001, 0.008], [-0.016, 0.001, 0.010], [0.001, 0.013, -0.016], [-0.025, 0.003, 0.006], [0.006, -0.002, -0.008], [-0.003, 0.001, 0.000], [0.002, 0.002, 0.000], [-0.004, 0.005, -0.006], [0.012, -0.004, -0.020], [-0.006, -0.005, 0.014], [0.002, 0.017, 0.004], [0.000, 0.001, -0.005], [0.068, -0.035, 0.008], [-0.064, 0.065, 0.017], [0.014, -0.053, -0.092], [-0.007, 0.056, -0.014], [-0.019, -0.013, 0.020], [-0.013, 0.008, 0.008], [0.013, 0.003, 0.009], [-0.008, -0.004, -0.020], [-0.002, -0.020, 0.017], [-0.006, 0.007, -0.003], [0.021, -0.009, 0.007], [-0.005, 0.003, 0.009], [-0.015, -0.017, 0.003], [0.004, 0.014, 0.007], [0.015, -0.010, -0.007]], "lowdin_charge": [-0.1087, -0.2345, -0.2338, -0.2253, -0.3282, 0.6225, -0.4326, 0.5390, 0.6042, -0.3421, -0.3494, -0.6995, 0.1522, 0.1465, 0.1086, 0.0767, 0.0717, 0.0682, 0.1070, 0.1038, 0.1236, 0.1150, 0.0759, 0.0868, -0.0011, -0.0106, 0.0079, -0.0064, -0.1137, -0.1873, -0.2101, -0.1988, -0.1853, -0.1160, 0.0881, 0.0841, 0.0845, 0.1101, 0.1146, 0.1251, 0.1273, 0.0876, 0.0828, 0.0883, -0.1219, -0.1964, -0.2029, -0.2074, -0.1883, -0.1129, 0.0641, 0.0885, 0.0848, 0.1289, 0.1264, 0.1259, 0.1263, 0.0887, 0.0824, 0.0895, -0.1089, -0.1839, -0.2079, -0.1914, -0.2158, -0.1091, 0.0897, 0.0824, 0.0891, 0.1169, 0.1301, 0.1199, 0.1303, 0.0917, 0.0880, 0.0839]}

# 3
{"formula": "C17H16BrN4O4Ru", "method": "ωB97M-V/def2-TZVPD", "max_force_ev_per_a": 5.34, "spin_multiplicity": 5, "e_homo_ev": [-17.7168, -17.7103], "total_charge": 3, "gap_ev": [7.004, 3.389], "s_squared": 6.033, "elements": ["Ru", "O", "C", "O", "C", "C", "C", "C", "C", "N", "C", "O", "O", "H", "H", "H", "H", "Br", "C", "C", "C", "C", "N", "C", "H", "H", "H", "H", "C", "C", "C", "C", "N", "N", "C", "H", "H", "H", "H", "H", "H", "H", "H"], "coordinates": [[-1.1802, -0.0663, -0.1511], [-1.1986, 3.3860, 2.1854], [-1.1485, 2.2327, 1.6178], [-0.8129, 2.0525, 0.4104], [-1.5151, 1.1011, 2.5522], [-1.6020, 1.1146, 3.9125], [-1.5853, -0.1093, 4.5884], [-1.6725, -1.2868, 3.8864], [-1.5908, -1.2569, 2.4813], [-1.5451, -0.0901, 1.8595], [-1.4880, -2.3910, 1.5523], [-1.2080, -3.5535, 1.8525], [-1.6188, -1.9716, 0.2690], [-0.9388, 4.1143, 1.6094], [-1.4983, 2.0556, 4.4753], [-1.4438, -0.1278, 5.6829], [-1.8353, -2.2852, 4.3077], [-2.9200, -2.5370, -5.0222], [-2.0050, -1.1170, -4.1311], [-1.5017, -0.0630, -4.8454], [-0.7631, 0.9413, -4.1667], [-0.6625, 0.8705, -2.8074], [-1.1881, -0.1814, -2.1415], [-1.8594, -1.2241, -2.7697], [-1.6229, -0.1328, -5.9172], [-0.3950, 1.8159, -4.7059], [-0.0238, 1.5283, -2.2396], [-2.2122, -2.0875, -2.2371], [4.2171, 1.8721, -0.1088], [3.0891, 0.8845, 0.1190], [3.1597, -0.4749, 0.0538], [1.7989, -0.9614, -0.1166], [0.9828, 0.0988, -0.0292], [1.7764, 1.2315, 0.1254], [1.3738, -2.3669, -0.4454], [5.1068, 1.2737, -0.0101], [4.2953, 2.6125, 0.7284], [4.1298, 2.3318, -1.0757], [3.9946, -1.1041, 0.0643], [1.3998, 2.1833, 0.1028], [0.8921, -2.8533, 0.4308], [2.2059, -3.0490, -0.6781], [0.6134, -2.4103, -1.2687]], "forces_ev_per_angstrom": [[-1.293, -1.802, 1.196], [0.172, -0.335, 0.137], [-0.659, -0.142, 0.326], [-0.891, -0.227, 1.203], [0.257, -1.012, -2.041], [0.925, 0.917, 0.811], [-0.092, -0.078, 0.963], [-0.251, -1.288, -0.879], [-0.726, 1.350, 1.295], [0.988, 1.428, 0.784], [0.863, -3.882, 0.060], [-0.960, 3.523, -0.736], [0.430, 1.364, -0.706], [0.019, 0.526, -0.349], [-0.248, -0.481, -0.366], [-0.492, 0.038, -0.640], [0.477, 0.478, 0.308], [0.376, 0.605, 0.326], [-1.008, -1.796, -0.289], [1.076, 0.887, 0.253], [-1.155, 0.078, -1.454], [0.197, -1.197, -0.219], [-0.540, -1.327, -0.474], [1.174, 2.336, -0.010], [0.106, 0.582, -0.121], [0.123, -0.415, 0.117], [-0.245, 0.357, 0.098], [-0.068, 0.035, 0.556], [-0.570, -0.975, 2.287], [-0.940, 5.223, -0.581], [-2.333, -3.214, -0.424], [0.272, 0.574, -0.178], [1.255, -1.421, -0.231], [2.195, -0.334, 0.062], [-0.813, -0.495, 0.395], [0.604, 0.032, -0.380], [-0.346, -0.254, -0.802], [-0.043, 0.359, -0.439], [1.309, -0.612, 0.030], [-0.044, -0.634, -0.037], [0.175, 0.368, -0.380], [-0.067, 0.652, -0.120], [0.792, 0.212, 0.644]], "lowdin_charge": [1.5864, 0.2558, -0.3782, -0.0612, -0.1202, 0.0738, 0.0479, 0.0979, -0.1421, -0.0060, -0.4625, 0.1845, -0.1573, 0.1789, 0.1633, 0.1607, 0.1641, 0.8848, -0.6286, -0.0178, 0.0156, -0.1274, -0.1562, -0.1062, 0.1316, 0.1410, 0.0990, 0.1105, 0.0707, -0.1533, 0.2030, -0.1973, 0.0086, 0.1220, 0.0175, 0.1008, 0.1396, 0.1143, 0.1519, 0.1775, 0.0943, 0.1176, 0.1009]}